1.
Formula: C43H48F3IrN2O6SbSi
Source: OMol25
Level of theory: the ωB97M-V functional and the def2-TZVPD basis

Each line ends with the Mulliken charge.
Positions of all 105 atoms, in Å:
Ir (0.887, -1.298, -0.231)  1.927
O (-1.378, -0.091, -0.269)  2.221
C (-2.565, -0.883, -0.197)  3.911
C (-2.126, -2.347, -0.025)  -1.339
O (-2.962, -3.204, 0.156)  -0.713
O (-0.840, -2.602, -0.082)  -0.168
C (-3.360, -0.372, 1.007)  -1.091
C (-3.659, -1.144, 2.125)  0.062
C (-4.320, -0.578, 3.214)  -0.965
C (-4.683, 0.760, 3.198)  -0.660
C (-4.398, 1.532, 2.076)  -1.103
C (-3.745, 0.967, 0.993)  0.067
C (-3.344, -0.837, -1.507)  -0.622
C (-2.639, -0.900, -2.706)  -0.147
C (-3.315, -0.899, -3.917)  -0.884
C (-4.699, -0.830, -3.940)  -0.639
C (-5.406, -0.774, -2.747)  -0.853
C (-4.733, -0.791, -1.534)  -0.450
H (-1.402, 0.476, -1.056)  -1.252
H (-3.421, -2.200, 2.132)  0.625
H (-4.573, -1.198, 4.067)  0.474
H (-5.200, 1.196, 4.044)  0.421
H (-4.700, 2.571, 2.041)  0.481
H (-3.545, 1.565, 0.110)  0.411
H (-1.556, -0.960, -2.698)  0.070
H (-2.757, -0.952, -4.844)  0.440
H (-5.226, -0.832, -4.886)  0.422
H (-6.487, -0.719, -2.758)  0.447
H (-5.290, -0.766, -0.606)  0.506
C (-0.180, 0.034, 3.864)  -1.125
C (-0.228, -0.216, 2.350)  0.607
N (0.740, -1.276, 1.978)  0.524
C (0.315, -2.565, 2.556)  -0.143
C (0.069, -2.394, 4.068)  -1.159
N (0.642, -1.067, 4.476)  0.137
C (2.072, -0.958, 4.020)  -0.880
C (2.082, -0.920, 2.477)  -0.226
H (-1.175, 0.008, 4.304)  0.411
H (0.288, 0.986, 4.113)  0.093
H (0.020, 0.680, 1.797)  -0.390
H (-1.217, -0.531, 2.043)  -0.474
H (1.098, -3.299, 2.367)  0.472
H (-0.584, -2.903, 2.049)  -0.083
H (0.550, -3.176, 4.653)  0.344
H (-0.992, -2.381, 4.310)  0.430
H (0.610, -0.986, 5.490)  0.307
H (2.611, -1.817, 4.418)  0.247
H (2.498, -0.055, 4.451)  0.384
H (2.815, -1.610, 2.069)  0.588
H (2.327, 0.065, 2.090)  -0.058
O (1.346, 0.614, 0.037)  0.760
Si (1.071, 2.066, -0.653)  -0.547
C (0.750, 3.319, 0.725)  0.416
C (0.194, 4.576, 0.464)  -0.436
C (-0.164, 5.436, 1.495)  -0.802
C (0.055, 5.072, 2.816)  -0.761
C (0.653, 3.853, 3.101)  -0.906
C (0.994, 2.992, 2.063)  0.067
C (-0.310, 2.174, -1.928)  -0.169
C (-0.088, 1.647, -3.209)  -0.042
C (-1.042, 1.760, -4.208)  -1.018
C (-2.263, 2.365, -3.938)  -0.607
C (-2.521, 2.862, -2.669)  -1.014
C (-1.547, 2.784, -1.680)  0.552
C (2.577, 2.704, -1.560)  1.017
C (2.486, 3.684, -2.553)  -0.374
C (3.629, 4.156, -3.187)  -0.735
C (4.876, 3.652, -2.842)  -0.700
C (4.984, 2.670, -1.868)  -0.639
C (3.843, 2.206, -1.226)  -0.650
H (0.042, 4.895, -0.561)  0.420
H (-0.615, 6.394, 1.267)  0.431
H (-0.218, 5.744, 3.620)  0.411
H (0.859, 3.583, 4.131)  0.440
H (1.488, 2.052, 2.289)  0.372
H (0.853, 1.147, -3.423)  0.538
H (-0.832, 1.384, -5.201)  0.498
H (-3.015, 2.444, -4.713)  0.424
H (-3.478, 3.323, -2.454)  0.430
H (-1.751, 3.203, -0.701)  0.595
H (1.519, 4.079, -2.847)  0.382
H (3.546, 4.918, -3.952)  0.426
H (5.766, 4.028, -3.331)  0.398
H (5.955, 2.266, -1.605)  0.442
H (3.932, 1.444, -0.457)  0.271
F (4.522, -0.542, -3.332)  -0.248
C (4.629, -1.108, -2.140)  0.728
F (5.555, -0.460, -1.435)  -0.222
F (5.053, -2.381, -2.310)  -0.253
C (3.289, -1.162, -1.385)  0.316
O (2.231, -1.085, -2.059)  -0.803
O (3.327, -1.358, -0.153)  -0.677
C (2.091, -4.468, -2.542)  -1.295
Sb (1.639, -3.832, -0.577)  0.972
C (3.361, -4.566, 0.421)  -1.332
C (0.266, -5.356, -0.059)  -1.309
H (2.443, -5.495, -2.471)  0.430
H (2.858, -3.838, -2.985)  0.336
H (1.188, -4.422, -3.148)  0.398
H (3.558, -5.567, 0.040)  0.523
H (3.190, -4.614, 1.496)  0.388
H (4.209, -3.915, 0.218)  0.334
H (0.624, -6.294, -0.484)  0.520
H (-0.711, -5.100, -0.462)  0.355
H (0.187, -5.445, 1.024)  0.346

The gap between HOMO and LUMO (alpha / beta) comes out at 7.48 / 7.28 eV. The value obtained for the HOMO energy (alpha / beta) is -10.6 / -10.3 eV. Its relative energy (zero: lowest compared OMol25 entry of this formula, charge and spin) is 34.4 kcal per mole. Its total charge is +1.

=====

2.
Formula: C17H23BF4N3O3Pd
Source: OMol25
Level of theory: the ωB97M-V functional and the def2-TZVPD basis

Each line ends with the Mulliken charge.
Positions of all 52 atoms, in Å:
Pd (-0.674, -0.261, -0.007)  0.782
C (1.221, -1.471, 4.568)  -0.569
O (0.938, -0.406, 3.695)  -0.020
C (-0.294, 0.278, 3.851)  -0.397
C (-0.326, 1.582, 3.097)  -0.741
O (-0.579, 1.429, 1.692)  0.314
C (-1.164, 2.615, 1.087)  -0.654
C (-2.369, 2.201, 0.278)  -0.595
O (-1.979, 1.309, -0.789)  -0.351
C (-1.759, 1.965, -2.056)  -0.821
H (1.914, -1.022, 5.315)  0.370
H (1.807, -2.201, 4.007)  0.304
H (0.336, -1.857, 5.066)  0.392
H (-0.450, 0.432, 4.928)  0.630
H (-1.071, -0.441, 3.538)  0.290
H (0.607, 2.130, 3.256)  0.328
H (-1.138, 2.162, 3.541)  0.455
H (-0.405, 3.101, 0.470)  0.292
H (-1.473, 3.317, 1.861)  0.507
H (-2.862, 3.076, -0.146)  0.503
H (-3.084, 1.656, 0.892)  0.259
H (-2.681, 2.453, -2.366)  0.294
H (-1.503, 1.192, -2.777)  0.246
H (-0.954, 2.698, -1.983)  0.370
C (4.305, 2.202, -1.772)  -0.386
C (4.094, 1.274, -2.812)  -0.747
C (3.001, 0.461, -2.782)  -0.282
C (2.078, 0.571, -1.687)  0.346
C (2.301, 1.511, -0.641)  -0.026
C (3.400, 2.314, -0.684)  -0.875
N (0.952, -0.208, -1.589)  0.821
N (0.820, -1.074, -2.527)  -0.447
C (-0.278, -1.869, -2.491)  -0.023
C (-0.404, -2.829, -3.504)  -0.385
C (-1.518, -3.663, -3.499)  -0.579
C (-2.449, -3.500, -2.496)  -0.637
C (-2.255, -2.505, -1.502)  -0.154
N (-1.206, -1.721, -1.505)  0.488
H (5.177, 2.844, -1.801)  0.460
H (4.803, 1.213, -3.627)  0.459
H (2.815, -0.259, -3.564)  0.530
H (1.593, 1.557, 0.178)  0.606
H (3.599, 3.034, 0.098)  0.476
H (0.368, -2.896, -4.259)  0.588
H (-1.646, -4.418, -4.263)  0.462
H (-3.334, -4.121, -2.442)  0.477
H (-2.973, -2.379, -0.702)  0.543
F (-1.352, -3.454, 1.028)  -0.261
B (-1.091, -2.384, 1.804)  0.652
F (-1.042, -2.574, 3.150)  -0.281
F (0.202, -1.774, 1.379)  -0.583
F (-2.016, -1.289, 1.495)  -0.430

The gap between HOMO and LUMO (alpha / beta) comes out at 7.40 / 6.13 eV. The value obtained for the HOMO energy (alpha / beta) is -18.7 / -19.3 eV. The spin multiplicity is 5. Its relative energy (zero: lowest compared OMol25 entry of this formula, charge and spin) is 0.0 kcal per mole. Its total charge is +3. The expectation value of S² is 6.09.

=====

3.
Formula: C5H8O
Source: OMol25
Level of theory: the ωB97M-V functional and the def2-TZVPD basis

Each line ends with the Mulliken charge.
Positions of all 14 atoms, in Å:
C (-0.553, 1.162, -0.017)  -0.480
C (0.752, 0.716, 0.692)  -0.620
C (0.903, -0.773, 0.336)  0.032
O (-0.005, -1.623, 0.975)  -0.657
C (0.100, -0.972, -0.902)  -0.363
C (-0.993, -0.102, -0.770)  -0.577
H (-0.371, 1.992, -0.711)  0.290
H (-1.323, 1.495, 0.685)  0.262
H (1.616, 1.280, 0.322)  0.316
H (0.706, 0.836, 1.779)  0.277
H (1.933, -1.147, 0.359)  0.410
H (0.182, -1.845, -1.543)  0.318
H (-1.856, -0.120, -1.430)  0.409
H (-1.055, -0.910, 0.280)  0.384

The gap between HOMO and LUMO comes out at 8.88 eV. The value obtained for the HOMO energy is -8.5 eV. Its relative energy (zero: lowest compared OMol25 entry of this formula, charge and spin) is 88.1 kcal per mole. Its total charge is 0.

=====

4.
Formula: C20H22N2O4
Source: OMol25
Level of theory: the ωB97M-V functional and the def2-TZVPD basis

Each line ends with the Mulliken charge.
Positions of all 48 atoms, in Å:
C (4.945, -2.849, 3.213)  -0.819
H (5.514, -3.457, 3.915)  0.234
O (3.935, -2.232, 3.977)  -0.443
C (3.080, -1.382, 3.347)  0.819
C (3.108, -1.093, 1.988)  -0.619
C (2.179, -0.211, 1.450)  -0.077
C (1.233, 0.410, 2.258)  -0.981
C (1.200, 0.115, 3.618)  0.673
C (2.119, -0.782, 4.153)  -0.630
H (2.090, -1.008, 5.206)  0.489
O (0.309, 0.647, 4.496)  -0.468
C (-0.650, 1.559, 4.010)  -0.720
H (-0.179, 2.472, 3.630)  0.328
H (-1.276, 1.808, 4.865)  0.252
H (-1.268, 1.119, 3.222)  0.269
H (0.546, 1.132, 1.849)  0.611
C (2.270, 0.045, -0.019)  0.489
O (3.300, -0.124, -0.643)  -0.681
N (1.087, 0.441, -0.572)  0.058
C (0.809, 0.866, -1.860)  0.117
C (1.803, 1.049, -2.820)  -0.577
C (1.487, 1.547, -4.068)  -0.650
C (0.179, 1.884, -4.379)  -0.753
C (-0.820, 1.673, -3.448)  -0.035
C (-0.534, 1.135, -2.197)  0.210
C (-1.610, 0.900, -1.198)  0.352
O (-1.456, 1.147, 0.001)  -0.772
N (-2.778, 0.394, -1.632)  0.187
C (-3.062, -0.256, -2.896)  -0.583
C (-4.011, -1.388, -2.506)  -0.778
H (-4.609, -1.735, -3.346)  0.363
C (-4.845, -0.738, -1.404)  -0.532
H (-5.329, -1.465, -0.756)  0.342
C (-3.820, 0.107, -0.653)  -0.656
H (-4.235, 1.040, -0.265)  0.314
H (-3.377, -0.436, 0.190)  0.287
H (-5.612, -0.101, -1.846)  0.300
H (-3.444, -2.229, -2.105)  0.331
H (-2.145, -0.603, -3.373)  0.447
H (-3.574, 0.437, -3.574)  0.226
H (-1.835, 1.958, -3.682)  0.489
H (-0.063, 2.309, -5.342)  0.406
H (2.270, 1.693, -4.797)  0.404
H (2.822, 0.810, -2.563)  0.514
H (0.284, 0.524, 0.049)  0.034
H (3.831, -1.530, 1.318)  0.556
H (5.608, -2.111, 2.753)  0.342
H (4.523, -3.493, 2.435)  0.331

The gap between HOMO and LUMO comes out at 8.94 eV. The value obtained for the HOMO energy is -8.4 eV. The SMILES is COc1cc(OC)cc(C(=O)Nc2ccccc2C(=O)N2CCCC2)c1. Its relative energy (zero: lowest compared OMol25 entry of this formula, charge and spin) is 41.3 kcal per mole. Its total charge is 0.

=====

5.
Formula: C7H12N2
Source: OMol25
Level of theory: the ωB97M-V functional and the def2-TZVPD basis

Each line ends with the Mulliken charge.
Positions of all 21 atoms, in Å:
N (0.913, 1.852, 0.088)  -0.561
N (0.714, -0.871, 1.031)  -0.602
C (-0.023, 1.011, -0.426)  0.796
C (-0.210, -0.329, 0.276)  0.664
C (-0.931, 1.612, -1.491)  -1.109
C (-1.206, -2.236, -0.949)  -0.952
C (1.809, 1.453, 1.221)  -0.458
C (2.018, -0.073, 1.383)  -0.656
C (-1.425, -1.120, 0.130)  -0.743
H (-0.538, 2.510, -2.005)  0.310
H (-1.019, 0.830, -2.264)  0.295
H (-1.938, 1.634, -1.059)  0.298
H (-0.425, -2.951, -0.618)  0.298
H (-0.981, -1.766, -1.991)  0.249
H (-2.128, -2.766, -1.071)  0.344
H (1.165, 1.620, 2.121)  0.255
H (2.751, 2.097, 1.430)  0.313
H (2.887, -0.303, 0.862)  0.326
H (2.383, -0.346, 2.401)  0.323
H (-2.135, -0.376, -0.147)  0.268
H (-1.682, -1.481, 1.077)  0.341

The gap between HOMO and LUMO comes out at 9.28 eV. The value obtained for the HOMO energy is -8.9 eV. The SMILES is CCC1=NCCN=C1C. Its relative energy (zero: lowest compared OMol25 entry of this formula, charge and spin) is 46.3 kcal per mole. Its total charge is 0.

=====

6.
Formula: CO3S3
Source: OMol25
Level of theory: the ωB97M-V functional and the def2-TZVPD basis

Each line ends with the Mulliken charge.
Positions of all 7 atoms, in Å:
C (0.965, -1.593, 0.259)  0.599
O (-0.755, 1.446, 1.215)  -0.355
O (-2.079, 0.538, -0.653)  -0.375
O (0.602, -2.188, -0.652)  -0.316
S (1.550, -0.709, 1.379)  -0.274
S (0.616, 1.388, -1.398)  -0.082
S (-0.899, 1.118, -0.151)  0.803

The gap between HOMO and LUMO comes out at 9.01 eV. The value obtained for the HOMO energy is -10.3 eV. The SMILES is O=S(=O)=S.O=C=S. Its relative energy (zero: lowest compared OMol25 entry of this formula, charge and spin) is 5.4 kcal per mole. Its total charge is 0.

=====

7.
Formula: C6H15NO2
Source: OMol25
Level of theory: the ωB97M-V functional and the def2-TZVPD basis

Each line ends with the Mulliken charge.
Positions of all 24 atoms, in Å:
O (2.784, 1.469, 0.629)  -0.519
C (2.019, 0.752, -0.017)  -0.380
C (1.290, -0.130, 0.893)  0.482
C (0.011, -0.869, 0.372)  -1.451
C (-1.228, 0.041, 0.503)  1.033
C (-2.399, -0.780, 0.933)  -1.580
C (-1.574, 0.795, -0.780)  -1.540
N (2.263, -0.920, 1.605)  -0.666
H (1.976, 0.654, -1.018)  0.689
H (0.823, 0.438, 1.800)  0.108
H (0.255, -1.248, -0.559)  0.653
H (-0.132, -1.795, 0.910)  0.305
H (-1.064, 0.927, 1.244)  0.284
H (-3.157, -0.148, 1.389)  0.375
H (-3.033, -1.151, 0.084)  0.312
H (-2.144, -1.548, 1.655)  0.443
H (-0.784, 1.381, -1.139)  0.304
H (-2.226, 1.634, -0.753)  0.366
H (-1.918, -0.070, -1.505)  0.319
H (2.891, -0.254, 2.113)  0.296
H (2.617, -1.564, 0.951)  0.205
H (0.627, 0.219, -2.719)  0.277
H (1.049, 1.535, -3.149)  0.351
O (1.053, 0.631, -3.440)  -0.665

The gap between HOMO and LUMO comes out at 9.77 eV. The value obtained for the HOMO energy is -9.4 eV. The SMILES is CC(C)C[C@@H](N)C=O.O. Its relative energy (zero: lowest compared OMol25 entry of this formula, charge and spin) is 82.1 kcal per mole. Its total charge is 0.

=====

8.
Formula: C27H24BrN3O2
Source: OMol25
Level of theory: the ωB97M-V functional and the def2-TZVPD basis

Each line ends with the Mulliken charge.
Positions of all 57 atoms, in Å:
C (4.787, -3.277, 1.446)  -1.022
H (4.650, -3.670, 2.450)  0.378
H (5.226, -4.051, 0.821)  0.344
H (3.814, -3.017, 1.038)  0.131
C (5.715, -2.062, 1.484)  0.584
C (7.096, -2.443, 2.006)  -1.580
H (7.744, -1.571, 2.015)  0.394
H (7.018, -2.839, 3.015)  0.412
H (7.539, -3.196, 1.360)  0.340
H (5.290, -1.283, 2.132)  0.327
O (5.919, -1.537, 0.177)  -0.412
C (4.993, -0.743, -0.406)  0.196
C (3.783, -0.355, 0.159)  0.600
C (2.924, 0.474, -0.552)  -1.510
C (3.258, 0.943, -1.809)  -0.192
C (4.466, 0.557, -2.369)  -1.106
C (5.319, -0.280, -1.685)  -0.600
H (6.262, -0.586, -2.110)  0.457
H (4.740, 0.917, -3.349)  0.396
H (2.592, 1.611, -2.331)  0.460
N (1.693, 0.858, 0.059)  0.781
C (0.697, -0.056, 0.280)  0.508
N (-0.376, 0.201, 0.934)  -0.415
C (-0.607, 1.477, 1.366)  0.131
C (-1.807, 1.770, 2.023)  -0.443
C (-2.080, 3.063, 2.403)  -0.494
C (-1.172, 4.090, 2.142)  -0.622
C (0.014, 3.818, 1.500)  -0.691
C (0.308, 2.511, 1.105)  0.098
C (1.564, 2.203, 0.433)  0.789
O (2.450, 2.999, 0.199)  -0.687
H (0.736, 4.592, 1.288)  0.487
H (-1.403, 5.099, 2.448)  0.417
H (-3.009, 3.289, 2.907)  0.418
H (-2.499, 0.964, 2.209)  0.527
C (0.767, -1.388, -0.404)  -0.557
H (0.049, -2.036, 0.096)  0.644
H (1.758, -1.834, -0.354)  -0.188
C (0.357, -1.188, -1.884)  -1.036
C (-0.716, -0.153, -1.990)  0.672
C (-0.586, 1.111, -2.487)  -0.924
N (-1.736, 1.824, -2.286)  0.116
C (-2.634, 1.037, -1.630)  -0.755
C (-3.916, 1.319, -1.174)  -0.956
C (-4.598, 0.320, -0.516)  -0.527
C (-4.003, -0.931, -0.332)  -0.290
C (-2.738, -1.234, -0.776)  -0.162
C (-2.030, -0.229, -1.432)  1.207
H (-2.312, -2.211, -0.616)  0.496
Br (-5.004, -2.274, 0.587)  -0.219
H (-5.594, 0.495, -0.140)  0.438
H (-4.363, 2.290, -1.323)  0.429
H (-1.882, 2.783, -2.552)  0.221
H (0.251, 1.559, -2.987)  0.441
H (1.224, -0.860, -2.460)  0.474
H (0.016, -2.143, -2.288)  0.444
H (3.489, -0.668, 1.150)  0.630

The gap between HOMO and LUMO comes out at 8.71 eV. The value obtained for the HOMO energy is -8.1 eV. The SMILES is CC(C)Oc1cccc(-n2c(CCc3c[nH]c4ccc(Br)cc34)nc3ccccc3c2=O)c1. Its total charge is 0.

=====

Energy / hartree: -3161.80105; -1602.75074; -270.41745; -1185.82688; -383.34948; -1458.35585; -442.75035; -3932.10634